C6H13N4O2 | the ωB97M-V functional and the def2-TZVPD basis

XYZ file:
```
25
Properties=species:S:1:pos:R:3:forces:R:3:lowdin_charge:R:1
H 2.516 -0.303 -1.105 -0.5 -1.2 0.7 0.153
N 1.844 -0.999 -0.649 1.6 0.3 -2.7 0.253
N 1.214 -0.403 0.196 0.2 -1.9 1.6 -0.239
C 1.627 0.773 0.866 1.0 1.2 0.7 0.040
C 0.260 -1.222 1.003 -0.1 -1.3 0.5 -0.102
C 0.688 -1.846 2.069 -0.1 1.4 -1.1 0.123
N 0.779 -2.386 3.222 -2.1 0.2 1.1 -0.297
O 0.932 -3.530 3.535 1.0 -1.5 -0.2 0.105
O 0.440 -1.528 4.284 0.2 1.0 -0.2 0.089
C -1.020 -1.104 0.210 1.5 -1.9 -1.3 -0.082
N -0.788 -0.043 -0.713 -0.1 1.7 2.6 -0.276
C -0.727 -0.322 -2.041 1.4 -0.6 -4.6 -0.105
C -1.371 1.247 -0.356 0.7 -1.3 -1.9 -0.018
H 2.706 0.953 0.730 -0.4 -0.3 0.1 0.127
H 1.115 1.542 0.330 -0.5 1.1 0.6 0.096
H 1.381 0.567 1.931 0.2 1.0 -0.8 0.130
H 0.354 -2.069 5.106 0.3 -0.2 -0.9 0.155
H -1.280 -2.054 -0.298 0.5 0.3 0.1 0.161
H -1.821 -0.930 0.807 -2.4 0.7 2.0 0.107
H 0.279 -0.760 -2.402 -0.7 0.5 0.8 0.112
H -1.418 -1.068 -2.390 -0.6 -0.6 0.1 0.095
H -0.910 0.520 -2.764 0.2 -0.3 1.2 0.125
H -0.903 1.979 -0.922 2.0 1.6 -0.7 0.075
H -2.260 1.345 -0.879 -2.9 -0.1 0.1 0.086
H -1.339 1.508 0.643 -0.3 0.2 2.0 0.088
```
Forces are in eV/Å.

Properties
* total charge: +1
* Kohn-Sham gap (spin up / spin down): 8.2 / 8.2 eV
* SMILES: [H]/N=[N+](\C)C(=C=[N+]([O-])O)CN(C)C
* HOMO (spin up / spin down): -12.96 / -12.96 eV

---

C16H18AuN4O2PS | the ωB97M-V functional and the def2-TZVPD basis

XYZ file:
```
43
Properties=species:S:1:pos:R:3:forces:R:3:lowdin_charge:R:1
Au -0.252 -0.150 0.004 -0.6 0.5 0.0 0.945
N 3.177 0.095 -0.085 -0.2 0.6 0.0 0.033
N 3.709 -1.176 -0.119 -0.2 -0.2 0.0 -0.063
C 2.927 -2.250 -0.049 0.3 0.1 -0.1 -0.756
N 3.539 -3.427 -0.064 -0.1 -0.2 0.0 0.125
S 1.202 -2.298 0.058 0.3 0.7 0.0 0.673
H 3.462 0.629 -0.898 -0.1 -0.1 -0.1 0.113
H 3.479 0.592 0.745 0.0 -0.1 0.0 0.113
H 4.712 -1.297 -0.190 0.0 -0.1 0.0 0.171
H 4.542 -3.512 -0.121 0.0 0.0 0.0 0.135
H 2.999 -4.275 -0.010 0.0 0.0 0.0 0.112
O 0.804 3.836 0.025 -0.2 0.1 0.0 0.163
C 0.114 2.869 0.015 0.2 -0.3 0.0 -0.640
O 0.651 1.639 0.006 0.7 -0.6 0.0 -0.274
C -1.413 2.931 0.006 0.1 0.0 0.0 -0.170
P -2.140 1.287 0.001 0.0 -0.1 0.0 1.041
C -2.931 0.946 1.564 0.0 -0.1 0.0 -0.362
C -4.255 0.547 1.748 0.0 0.1 0.0 -0.061
C -4.712 0.261 3.025 0.0 0.0 0.0 -0.038
C -3.858 0.356 4.114 0.0 0.0 0.0 -0.025
C -2.541 0.764 3.938 0.0 0.0 0.0 -0.037
C -2.075 1.058 2.670 0.0 0.1 0.0 -0.098
C -2.937 0.954 -1.561 0.0 -0.1 0.0 -0.362
C -2.083 1.054 -2.670 0.0 0.1 0.0 -0.099
C -2.556 0.766 -3.936 0.0 0.0 0.0 -0.037
C -3.879 0.374 -4.108 0.0 0.0 0.0 -0.025
C -4.731 0.292 -3.017 0.0 0.0 0.0 -0.038
C -4.267 0.574 -1.741 0.0 0.1 0.0 -0.061
H -1.744 3.474 -0.880 0.0 0.0 0.0 0.124
H -1.752 3.471 0.892 0.0 0.0 0.0 0.124
H -4.951 0.492 0.928 0.0 0.0 0.0 0.086
H -5.745 -0.025 3.169 0.0 0.0 0.0 0.124
H -4.222 0.122 5.105 0.0 0.0 0.0 0.126
H -1.880 0.858 4.788 0.0 0.0 0.0 0.125
H -1.049 1.391 2.550 0.0 0.0 0.0 0.108
H -1.052 1.373 -2.552 0.0 0.0 0.0 0.108
H -1.896 0.851 -4.788 0.0 0.0 0.0 0.125
H -4.248 0.145 -5.098 0.0 0.0 0.0 0.126
H -5.768 0.020 -3.158 0.0 0.0 0.0 0.124
H -4.962 0.531 -0.920 0.0 0.0 0.0 0.086
N -2.230 -2.548 -0.012 -0.1 0.1 0.0 0.284
C -1.504 -1.665 -0.007 -0.1 -0.4 0.0 -0.301
H -2.867 -3.328 -0.030 0.0 0.0 0.0 0.151
```
Forces are in eV/Å.

Properties
* total charge: +2
* Kohn-Sham gap: 7.3 eV
* HOMO: -15.21 eV

---

C4H7FS | the ωB97M-V functional and the def2-TZVPD basis

XYZ file:
```
13
Properties=species:S:1:pos:R:3:forces:R:3:lowdin_charge:R:1
C -1.847 -0.508 0.697 -1.2 -2.5 0.7 -0.422
C 0.273 0.568 -0.504 5.5 1.0 2.7 -0.737
C 0.883 1.646 0.126 -3.0 -3.2 -2.8 0.067
C 1.195 -0.671 -0.656 1.2 0.4 -2.3 -0.207
H -2.374 0.228 1.523 1.7 -1.6 -2.4 0.073
H -2.761 -1.221 0.200 2.5 1.6 2.1 0.064
H -0.885 -1.250 1.269 -3.3 2.4 -1.9 0.133
H 1.920 1.471 0.204 1.0 0.7 0.8 0.046
H 0.270 2.496 0.278 0.1 1.0 0.4 0.053
H 1.415 -0.811 -1.794 -0.2 0.3 1.9 0.139
H 0.693 -1.609 -0.382 0.4 0.3 0.6 0.087
F 2.500 -0.520 -0.011 -2.2 -0.4 -0.8 -0.115
S -1.282 0.181 -0.951 -2.7 -0.1 0.9 0.819
```
Forces are in eV/Å.

Properties
* Kohn-Sham gap: 9.7 eV
* HOMO: -9.17 eV

---

C32H69F13N4O11S2 | the ωB97M-V functional and the def2-TZVPD basis

XYZ file:
```
131
Properties=species:S:1:pos:R:3:forces:R:3:lowdin_charge:R:1
C 6.034 6.416 6.522 0.0 0.2 -0.2 -0.070
C 4.730 5.796 6.020 0.0 0.0 -0.3 -0.259
O 3.991 5.059 7.023 0.0 0.3 0.3 -0.326
S 4.760 3.828 7.697 0.2 0.0 0.0 0.903
O 4.244 3.694 9.039 -0.1 0.0 -0.3 -0.370
O 3.986 2.748 6.740 0.1 -0.2 0.1 -0.317
C 4.480 1.407 6.853 -0.2 0.1 -0.1 -0.223
C 4.495 0.792 5.467 -0.1 -0.1 0.0 -0.046
C 5.349 1.565 4.474 0.1 -0.2 -0.1 -0.434
F 6.292 2.296 5.118 0.2 0.1 0.1 0.120
F 4.612 2.429 3.738 -0.2 0.2 0.0 0.132
C 6.146 0.703 3.451 -0.3 -0.2 0.0 -0.368
F 7.058 1.471 2.852 0.2 0.3 -0.2 0.171
F 6.809 -0.255 4.130 0.0 -0.2 0.1 0.141
C 5.258 0.066 2.325 0.1 -0.3 0.2 -0.362
F 4.014 -0.174 2.777 0.0 -0.1 0.1 0.144
F 5.161 0.962 1.340 0.0 0.2 -0.2 0.173
C 5.861 -1.230 1.652 0.1 0.1 0.0 -0.399
F 7.188 -1.061 1.566 -0.4 -0.2 -0.1 0.142
F 5.353 -1.306 0.415 0.1 0.0 0.3 0.133
S 5.488 -2.941 2.449 0.0 0.3 0.0 0.769
F 5.092 -2.296 3.846 0.0 0.2 0.0 -0.135
F 3.980 -2.795 1.971 0.0 0.0 -0.1 -0.132
F 5.877 -3.642 1.084 0.0 0.1 0.0 -0.118
F 6.973 -3.099 2.962 0.0 0.0 0.0 -0.119
F 5.139 -4.349 3.045 0.0 -0.2 0.0 -0.109
H 6.064 7.476 6.257 0.0 -0.1 0.0 0.060
H 6.116 6.358 7.608 0.0 0.0 0.0 0.077
H 6.903 5.938 6.070 0.0 -0.1 0.2 0.075
H 4.028 6.564 5.702 0.0 -0.1 0.1 0.099
H 4.898 5.142 5.159 0.0 0.0 0.1 0.108
H 5.478 1.386 7.302 0.0 0.1 0.0 0.120
H 3.799 0.843 7.494 0.1 0.0 0.0 0.132
H 3.480 0.753 5.069 0.1 0.0 0.0 0.140
H 4.858 -0.233 5.542 0.0 0.0 0.0 0.127
C 3.008 10.649 1.643 0.0 0.0 -0.1 -0.119
O 2.942 11.629 2.658 0.1 -0.1 0.1 -0.199
C 1.747 11.599 3.428 -0.1 0.0 -0.1 -0.218
C 2.054 11.279 4.873 0.1 0.0 0.0 -0.218
N 2.542 9.915 5.006 0.1 0.1 0.0 -0.048
C 3.003 9.556 6.340 -0.1 -0.1 0.0 -0.195
C 4.222 10.284 6.890 0.0 0.1 0.1 -0.218
O 5.418 10.022 6.176 0.0 -0.1 -0.1 -0.193
C 5.685 10.885 5.087 0.1 0.0 0.0 -0.097
H 3.933 10.819 1.094 0.0 0.0 0.0 0.087
H 3.017 9.631 2.049 0.0 0.0 0.0 0.083
H 2.166 10.735 0.949 0.0 0.0 0.0 0.088
H 1.052 10.859 3.018 0.0 0.0 0.0 0.122
H 1.275 12.584 3.368 0.0 0.0 0.0 0.122
H 1.138 11.385 5.462 0.0 0.0 0.0 0.125
H 2.769 12.032 5.235 0.0 0.0 0.0 0.109
H 3.295 9.773 4.344 0.0 0.0 0.0 0.080
H 3.226 8.487 6.341 0.0 0.0 0.0 0.098
H 2.175 9.701 7.042 0.0 0.0 0.0 0.122
H 4.390 9.926 7.909 0.0 0.0 0.0 0.123
H 4.061 11.367 6.952 0.0 0.0 0.0 0.111
H 5.287 11.887 5.266 0.0 0.0 0.0 0.088
H 5.270 10.513 4.145 0.0 0.0 0.0 0.074
H 6.767 10.950 4.979 0.0 0.0 0.0 0.088
C -2.729 -6.932 0.979 0.0 0.0 0.0 -0.117
O -1.559 -6.631 0.249 0.0 0.0 0.1 -0.199
C -1.219 -5.248 0.228 0.0 0.1 -0.1 -0.225
C 0.095 -5.006 0.933 0.0 -0.1 0.1 -0.213
N -0.028 -5.256 2.362 0.0 -0.1 -0.1 -0.047
C 1.225 -5.187 3.102 -0.1 0.1 0.0 -0.198
C 2.299 -6.218 2.778 0.1 0.1 0.0 -0.229
O 1.947 -7.542 3.131 -0.1 0.0 0.0 -0.175
C 1.260 -8.279 2.140 0.0 0.0 0.0 -0.102
H -2.914 -7.998 0.864 0.0 0.0 0.0 0.089
H -2.625 -6.701 2.045 0.0 0.0 0.0 0.084
H -3.594 -6.381 0.592 0.0 0.0 0.0 0.078
H -2.015 -4.657 0.692 0.0 0.0 0.0 0.122
H -1.133 -4.935 -0.817 0.0 0.0 0.0 0.111
H 0.389 -3.963 0.782 0.0 0.0 0.0 0.125
H 0.854 -5.638 0.448 0.0 0.0 0.0 0.110
H -0.446 -6.167 2.500 0.0 0.0 0.0 0.079
H 0.990 -5.277 4.166 0.0 0.0 0.0 0.120
H 1.655 -4.190 2.953 0.0 0.0 0.0 0.109
H 3.180 -5.971 3.375 0.0 0.0 0.0 0.108
H 2.605 -6.176 1.725 -0.1 0.0 0.0 0.112
H 1.581 -7.990 1.134 0.0 0.0 0.0 0.088
H 0.175 -8.158 2.202 0.0 0.0 0.0 0.073
H 1.495 -9.332 2.294 0.0 0.0 0.0 0.087
C -2.375 -0.914 -5.057 0.0 0.0 0.0 -0.113
O -2.669 -2.219 -5.507 -0.1 0.0 0.1 -0.215
C -1.792 -3.227 -5.015 0.1 0.0 0.0 -0.211
C -2.545 -4.210 -4.147 -0.1 0.0 0.0 -0.211
N -2.989 -3.579 -2.912 -0.1 0.0 -0.1 -0.044
C -3.859 -4.406 -2.081 0.1 0.1 0.1 -0.207
C -5.225 -4.789 -2.640 0.0 -0.1 -0.1 -0.217
O -6.117 -3.701 -2.799 0.1 0.0 0.0 -0.171
C -5.988 -2.984 -4.012 -0.1 0.0 0.0 -0.107
H -3.074 -0.239 -5.550 0.0 0.0 0.0 0.087
H -2.491 -0.813 -3.973 0.0 0.0 0.0 0.084
H -1.355 -0.619 -5.324 0.0 0.0 0.0 0.088
H -0.974 -2.770 -4.450 0.0 0.0 0.0 0.122
H -1.366 -3.755 -5.872 0.0 0.0 0.0 0.123
H -1.879 -5.042 -3.896 0.0 0.0 0.0 0.125
H -3.369 -4.618 -4.749 0.0 0.0 0.0 0.109
H -3.469 -2.718 -3.139 0.0 0.0 0.0 0.076
H -4.020 -3.876 -1.138 0.0 0.0 0.0 0.119
H -3.315 -5.327 -1.840 0.0 0.0 0.0 0.106
H -5.702 -5.467 -1.929 0.0 0.0 0.0 0.121
H -5.131 -5.333 -3.588 0.0 0.0 0.0 0.115
H -5.619 -3.619 -4.823 0.0 0.0 0.0 0.075
H -5.326 -2.118 -3.912 0.0 0.0 0.0 0.080
H -6.978 -2.615 -4.281 0.0 0.0 0.0 0.086
C -10.177 -3.936 -10.039 0.0 0.0 0.0 -0.119
O -8.952 -3.651 -10.679 0.1 0.0 0.1 -0.198
C -8.611 -2.271 -10.711 -0.1 0.1 0.0 -0.220
C -7.342 -2.019 -9.928 0.0 -0.1 0.0 -0.220
N -7.557 -2.247 -8.508 0.0 -0.1 -0.1 -0.048
C -6.353 -2.173 -7.691 -0.1 0.1 0.1 -0.195
C -5.263 -3.214 -7.909 0.1 0.1 0.0 -0.216
O -5.656 -4.526 -7.544 0.0 0.0 0.0 -0.189
C -6.265 -5.293 -8.564 0.0 0.0 0.0 -0.101
H -10.349 -5.006 -10.137 0.0 0.0 0.0 0.087
H -10.160 -3.675 -8.975 0.0 0.0 0.0 0.084
H -11.008 -3.401 -10.511 0.0 0.0 0.0 0.087
H -9.430 -1.670 -10.304 0.0 0.0 0.0 0.121
H -8.457 -1.980 -11.754 0.0 0.0 0.0 0.121
H -7.037 -0.978 -10.076 0.0 0.0 0.0 0.124
H -6.555 -2.656 -10.356 0.0 0.0 0.0 0.110
H -7.983 -3.158 -8.387 0.0 0.0 0.0 0.080
H -6.661 -2.246 -6.644 0.0 0.1 0.0 0.099
H -5.909 -1.180 -7.824 0.0 0.0 0.0 0.121
H -4.425 -2.955 -7.257 0.0 0.0 0.0 0.105
H -4.889 -3.209 -8.941 0.0 0.0 0.0 0.113
H -5.857 -5.040 -9.548 0.0 0.0 0.0 0.089
H -7.351 -5.161 -8.598 0.0 0.0 0.0 0.073
H -6.055 -6.342 -8.356 0.0 0.0 0.0 0.087
```
Forces are in eV/Å.

Properties
* Kohn-Sham gap: 8.8 eV
* HOMO: -8.64 eV

---

| no. | maximum force (Eh/bohr) |
| --- | --- |
| 1 | 0.0939 |
| 2 | 0.0173 |
| 3 | 0.1212 |
| 4 | 0.0085 |